63
Properties=species:S:1:pos:R:3:mulliken_spin:R:1 method="wB97M-V/def2-TZVPD" total_charge=0 relative_energy_kj_mol=0.00 multiplicity=2 s2=0.88 homo_ev="-9.22 / -8.88" orbital_gap_ev="7.59 / 5.32"
O 22.64620 -14.46554 -5.64853 -0.003
V 23.16914 -15.04302 -4.35334 -0.006
O 24.41221 -14.13252 -3.93824 0.000
C 23.44174 -18.95923 -6.09789 0.305
C 23.21916 -17.83559 -5.25701 -0.087
C 21.84683 -17.69671 -4.44952 -0.041
O 21.52405 -16.58772 -3.99788 0.007
C 21.07453 -18.89981 -4.31688 0.339
C 21.44548 -20.05013 -4.95185 -0.065
C 22.68784 -20.06214 -5.80447 -0.059
O 23.07846 -21.18010 -6.38894 0.283
O 20.55752 -21.00828 -5.03333 0.351
O 23.98881 -16.89902 -5.12767 -0.023
H 24.36482 -19.14792 -6.62581 -0.001
H 20.19613 -18.96360 -3.69179 -0.002
F 21.69242 -13.39915 -3.14210 -0.001
C 21.08788 -12.24740 -3.45312 0.001
C 21.59307 -11.03670 -3.04077 0.000
C 20.84706 -9.88564 -3.14584 0.000
C 19.53286 -9.97616 -3.60900 0.000
C 19.07000 -11.18388 -4.05342 0.000
C 19.92996 -12.26373 -4.18130 0.000
H 22.51389 -11.06766 -2.47727 0.000
H 21.21523 -8.98025 -2.68639 0.000
H 18.80826 -9.17970 -3.52530 0.000
H 18.04457 -11.43667 -4.27922 0.000
H 19.53196 -13.21304 -4.50811 0.000
F 23.13389 -15.36944 -2.10091 0.004
C 22.62262 -15.44905 -0.85606 -0.001
C 23.47836 -15.21726 0.24887 0.000
C 22.97621 -15.35454 1.55162 0.000
C 21.70114 -15.83858 1.74230 0.000
C 20.90342 -16.13885 0.65204 0.000
C 21.34434 -15.93854 -0.66956 -0.002
H 24.51800 -14.95359 0.12226 0.000
H 23.56557 -15.22307 2.44704 0.000
H 21.38482 -15.89537 2.77337 0.000
H 19.91401 -16.52676 0.84439 0.000
H 20.78557 -16.17764 -1.56232 0.002
F 23.99753 -7.26019 -4.74236 0.000
C 24.56226 -8.45454 -4.33925 0.000
C 24.31191 -9.69252 -4.98696 0.000
C 24.92311 -10.87632 -4.52447 0.000
C 25.67230 -10.74373 -3.35836 0.000
C 25.81817 -9.55995 -2.65347 0.000
C 25.17836 -8.46326 -3.14296 0.000
H 23.79137 -9.61550 -5.93010 0.000
H 24.93516 -11.77497 -5.12338 0.000
H 26.21303 -11.55279 -2.88994 0.000
H 26.50655 -9.45065 -1.82849 0.000
H 25.13741 -7.63368 -2.45266 0.000
F 17.22190 -14.04532 -7.64130 0.000
C 18.55689 -13.79691 -7.68471 0.000
C 19.52887 -14.70575 -7.79950 0.000
C 20.85083 -14.33624 -8.00372 -0.001
C 21.17479 -12.96854 -8.08837 0.000
C 20.23614 -11.97226 -7.81423 0.000
C 18.89393 -12.41404 -7.61152 0.000
H 19.22565 -15.74048 -7.86125 0.000
H 21.68528 -15.02132 -8.03119 0.000
H 22.22397 -12.74354 -8.21077 0.000
H 20.52663 -10.93207 -7.81842 0.000
H 18.03613 -11.76036 -7.55433 0.000